The following is a quantum chemistry calculation of a molecular structure, C11H19O2Tm, from OMol25.

```
33
Properties=species:S:1:pos:R:3
C -3.476 2.492 -1.185
C -2.540 3.409 -0.882
H -4.028 1.925 -0.430
H -3.670 2.240 -2.230
H -1.823 3.703 -1.657
H -2.478 3.926 0.093
Tm 0.316 -0.714 -0.316
C 0.520 -2.191 -2.346
C 0.054 -0.930 -2.839
C 2.106 -0.563 -1.821
C 1.795 -1.975 -1.699
H -0.860 -0.757 -3.420
H 1.027 1.096 -2.870
H 2.996 -0.042 -1.464
C 1.034 0.066 -2.530
H 2.438 -2.742 -1.256
H 0.028 -3.146 -2.510
C 3.308 -0.299 1.400
O 1.877 -0.282 1.094
C 0.957 0.414 2.078
C -0.170 -0.524 2.552
O -1.036 -0.789 1.401
C -2.464 -0.941 1.439
H 3.496 -0.819 2.341
H 3.744 -0.886 0.580
H 3.681 0.732 1.441
H 1.556 0.769 2.920
H 0.557 1.304 1.557
H 0.244 -1.489 2.914
H -0.712 -0.035 3.375
H -2.704 -1.993 1.242
H -2.917 -0.643 2.398
H -2.853 -0.317 0.630
```

Computed properties:
Energy above the lowest of the compared OMol25 structures with the same formula, charge and spin in kcal per mole: 0.0
2S+1: 3
Frontier orbital gap (spin up / spin down) in eV: 7.453 / 7.521
Net charge: +2
Molecular weight in Da: 352.20
Highest occupied orbital energy (spin up / spin down) in eV: -15.31 / -15.31

***

The following is a quantum chemistry calculation of C4H8N2O2 in the gas phase, from OMol25.

```
16
Properties=species:S:1:pos:R:3
O 0.643 1.935 -0.882
C 0.098 0.875 -0.632
N -1.135 0.677 -1.239
C -1.913 -0.479 -1.150
O -3.101 -0.438 -1.339
C 0.915 -0.153 0.240
C 0.069 -0.944 1.250
N 1.986 0.566 0.910
H -1.609 1.465 -1.646
H -1.310 -1.369 -0.927
H 1.270 -0.801 -0.569
H -0.963 -0.593 1.237
H 0.020 -2.032 1.179
H 0.375 -0.639 2.245
H 2.850 0.373 0.416
H 1.803 1.556 0.906
```

Computed properties:
Energy above the lowest of the compared OMol25 structures with the same formula, charge and spin in kcal per mole: 29.0
Frontier orbital gap in eV: 10.489
Molecular weight in Da: 116.12
Highest occupied orbital energy in eV: -9.92

***

The following is a quantum chemistry calculation of C3H4N2O in the gas phase, from OMol25.

```
10
Properties=species:S:1:pos:R:3
N -1.233 0.425 0.523
C -0.515 1.517 0.119
O 0.496 1.474 -0.543
C 1.480 -1.555 -0.427
C 0.313 -1.142 -0.013
N -0.805 -0.882 0.448
H -2.059 0.538 1.089
H -0.973 2.456 0.478
H 2.323 -1.532 0.256
H 1.644 -1.794 -1.470
```

Computed properties:
Energy above the lowest of the compared OMol25 structures with the same formula, charge and spin in kcal per mole: 62.0
Frontier orbital gap in eV: 9.965
Molecular weight in Da: 84.08
Highest occupied orbital energy in eV: -9.10

***

The following is a quantum chemistry calculation of 2 unconnected molecules or ions with the total composition C6H13NO, from OMol25.

```
21
Properties=species:S:1:pos:R:3
C 0.928 -2.621 0.626
N -0.793 -1.246 -1.307
C 0.121 -0.551 -0.509
C 0.822 -1.108 0.484
C 1.519 -0.353 1.550
C 2.787 -0.569 1.876
C 0.007 0.946 -0.674
H 0.828 -2.848 1.684
H 0.167 -3.192 0.088
H 1.857 -2.986 0.189
H -0.903 -0.964 -2.275
H -1.044 -2.206 -1.131
H 0.878 0.293 2.147
H 3.251 -0.060 2.709
H 3.375 -1.212 1.244
H 0.993 1.421 -0.658
H -0.420 1.251 -1.626
H -0.509 1.351 0.198
H -3.957 4.614 -1.289
H -5.372 4.796 -1.631
O -4.535 5.243 -1.697
```

Computed properties:
Energy above the lowest of the compared OMol25 structures with the same formula, charge and spin in kcal per mole: 47.6
Frontier orbital gap in eV: 8.353
Molecular weight in Da: 115.18
Highest occupied orbital energy in eV: -7.64

***

The following is a quantum chemistry calculation of H6N6 in the gas phase, from OMol25.

```
12
Properties=species:S:1:pos:R:3
N 1.280 -0.150 0.020
N 0.483 0.542 0.649
N 2.527 0.314 -0.042
N -1.081 -1.152 -0.415
N -1.934 0.868 0.258
N -1.096 -0.168 0.550
H 2.747 1.110 0.557
H 3.241 -0.375 -0.206
H -0.760 -0.816 -1.335
H -0.480 -1.915 -0.117
H -2.151 0.951 -0.734
H -2.777 0.791 0.816
```

Computed properties:
Energy above the lowest of the compared OMol25 structures with the same formula, charge and spin in kcal per mole: 60.6
Frontier orbital gap in eV: 9.677
Molecular weight in Da: 90.09
Highest occupied orbital energy in eV: -8.46

***

The following is a quantum chemistry calculation of a molecular structure, C39H30BrCl2CsF10N6O2S, from OMol25.

```
92
Properties=species:S:1:pos:R:3
Cs 0.258 -0.189 -0.427
C -4.455 -0.496 -1.008
N -3.056 -0.137 -1.006
C -2.786 0.970 -0.102
C -3.030 0.646 1.370
N -2.091 -0.364 1.819
C -2.471 -1.402 2.538
C -3.723 -1.742 3.147
F -4.783 -0.884 3.074
C -3.940 -2.877 3.904
F -5.167 -3.090 4.429
C -2.943 -3.794 4.155
F -3.182 -4.941 4.839
C -1.699 -3.524 3.606
F -0.688 -4.391 3.819
C -1.483 -2.395 2.861
F -0.209 -2.182 2.439
C -2.540 0.118 -2.341
C -2.410 -1.132 -3.220
N -1.527 -2.107 -2.618
C -1.958 -3.281 -2.194
C -3.227 -3.931 -2.274
F -4.275 -3.333 -2.915
C -3.493 -5.193 -1.774
F -4.741 -5.692 -1.910
C -2.531 -5.958 -1.158
F -2.804 -7.183 -0.645
C -1.267 -5.394 -1.059
F -0.276 -6.103 -0.473
C -1.005 -4.143 -1.548
F 0.269 -3.697 -1.445
H -4.767 -0.864 -0.031
H -4.638 -1.289 -1.730
H -5.095 0.371 -1.270
H -3.379 1.867 -0.378
H -1.735 1.239 -0.215
H -4.084 0.402 1.499
H -2.877 1.590 1.917
H -1.545 0.552 -2.234
H -3.156 0.872 -2.878
H -1.954 -0.775 -4.155
H -3.403 -1.488 -3.498
C -2.680 6.592 1.262
C -1.690 5.650 0.627
C -2.017 4.928 -0.513
C -1.102 4.064 -1.102
C 0.159 3.915 -0.543
C 0.500 4.619 0.607
C -0.422 5.479 1.179
S 1.301 2.797 -1.324
O 2.128 3.606 -2.197
O 0.411 1.842 -1.979
N 2.022 2.017 -0.203
C 3.123 2.430 0.514
C 3.861 3.586 0.335
C 4.993 3.868 1.130
C 5.411 3.027 2.118
C 4.677 1.833 2.350
C 5.052 0.899 3.346
C 4.325 -0.238 3.518
C 3.202 -0.451 2.686
N 2.824 0.384 1.758
C 3.544 1.529 1.570
H -3.694 6.396 0.910
H -2.440 7.633 1.027
H -2.675 6.497 2.349
H -3.013 5.018 -0.934
H -1.371 3.475 -1.968
H 1.469 4.477 1.069
H -0.160 6.014 2.086
H 3.587 4.260 -0.465
H 5.545 4.781 0.934
H 6.283 3.247 2.723
H 5.925 1.105 3.957
H 4.586 -0.973 4.268
H 2.606 -1.353 2.806
Cl 2.854 -2.733 -0.153
C 2.113 -3.917 0.933
Cl 3.296 -4.638 2.072
H 1.687 -4.711 0.334
H 1.343 -3.430 1.519
Br 5.723 0.096 -0.820
C 4.751 -0.404 -2.379
C 5.434 -0.508 -3.586
C 4.700 -0.862 -4.702
C 3.338 -1.101 -4.575
C 2.769 -0.971 -3.322
N 3.468 -0.621 -2.235
H 6.496 -0.313 -3.635
H 5.186 -0.953 -5.666
H 2.727 -1.384 -5.420
H 1.711 -1.163 -3.173
```

Computed properties:
Energy above the lowest of the compared OMol25 structures with the same formula, charge and spin in kcal per mole: 21.3
Frontier orbital gap in eV: 5.055
Net charge: -2
Molecular weight in Da: 1120.47
Highest occupied orbital energy in eV: -1.49

***

The following is a quantum chemistry calculation of a molecular structure, C29H31BrN4O6STi, from OMol25.

```
73
Properties=species:S:1:pos:R:3
Ti 0.567 0.611 0.107
N 1.276 3.518 3.175
C 0.888 2.375 2.517
S -0.564 2.464 1.532
N 1.590 1.304 2.790
N 1.139 0.220 2.039
C 1.296 -0.957 2.478
C 0.610 -2.118 1.854
C 0.872 -3.400 2.329
C 0.117 -4.486 1.927
C -0.959 -4.280 1.056
C -1.241 -3.020 0.570
C -0.432 -1.934 0.920
O -0.679 -0.739 0.408
H 0.965 4.377 2.756
H 2.213 3.500 3.545
H 1.858 -1.103 3.401
H 1.680 -3.534 3.041
H 0.342 -5.477 2.299
H -1.582 -5.118 0.762
H -2.059 -2.843 -0.117
C 4.631 -6.145 -0.930
C 3.631 -5.660 -1.985
C 2.406 -6.579 -1.936
C 4.283 -5.774 -3.369
C 3.223 -4.205 -1.730
C 2.003 -3.707 -2.169
C 1.651 -2.400 -1.894
Br 0.035 -1.745 -2.621
C 2.453 -1.533 -1.129
O 2.002 -0.378 -0.699
C 3.769 -1.967 -0.862
C 4.091 -3.298 -1.129
C 4.828 -0.994 -0.321
C 6.209 -1.658 -0.279
C 4.498 -0.532 1.106
C 4.940 0.232 -1.239
H 4.781 -7.224 -1.033
H 4.269 -5.943 0.081
H 5.607 -5.668 -1.040
H 2.722 -7.624 -2.005
H 1.721 -6.389 -2.763
H 1.853 -6.446 -1.003
H 4.611 -6.801 -3.567
H 5.153 -5.116 -3.440
H 3.578 -5.482 -4.151
H 1.308 -4.321 -2.726
H 5.082 -3.639 -0.866
H 6.277 -2.418 0.505
H 6.957 -0.891 -0.061
H 6.474 -2.121 -1.232
H 4.200 -1.379 1.729
H 3.700 0.202 1.117
H 5.383 -0.070 1.557
H 5.410 -0.040 -2.189
H 5.562 0.994 -0.757
H 3.964 0.673 -1.433
O 0.198 1.822 -1.547
C 1.163 2.574 -1.217
O 1.891 2.334 -0.229
C 1.399 3.811 -2.044
C 0.781 3.937 -3.274
C 0.981 5.070 -4.053
C 1.794 6.093 -3.578
C 2.382 5.933 -2.348
C 2.222 4.820 -1.564
N 3.257 7.069 -1.823
O 3.440 8.013 -2.573
O 3.743 6.929 -0.719
H 0.139 3.131 -3.604
H 0.504 5.162 -5.020
H 1.966 6.997 -4.145
H 2.710 4.714 -0.605
```

Computed properties:
Energy above the lowest of the compared OMol25 structures with the same formula, charge and spin in kcal per mole: 8.4
2S+1: 2
Frontier orbital gap (spin up / spin down) in eV: 5.708 / 6.639
Net charge: -1
Molecular weight in Da: 691.43
Highest occupied orbital energy (spin up / spin down) in eV: -4.04 / -4.97

***

The following is a quantum chemistry calculation of 7 unconnected molecules or ions with the total composition C7H28N14O7, from OMol25.

```
56
Properties=species:S:1:pos:R:3
C -0.660 0.287 0.604
O -0.248 0.439 1.776
N -0.140 0.943 -0.459
N -1.752 -0.427 0.266
H 0.729 1.426 -0.318
H -0.675 0.958 -1.317
H -2.048 -1.169 0.873
H -1.690 -0.618 -0.727
C 3.828 0.825 1.726
O 3.792 1.805 0.976
N 4.969 0.320 2.262
N 2.697 0.146 2.108
H 5.806 0.861 2.105
H 5.042 -0.251 3.082
H 2.847 -0.530 2.832
H 1.758 0.339 1.763
C -3.187 -3.182 -3.060
O -3.641 -2.497 -3.985
N -2.204 -2.775 -2.229
N -3.755 -4.391 -2.755
H -1.829 -3.343 -1.467
H -1.790 -1.894 -2.536
H -3.441 -4.911 -1.955
H -4.652 -4.638 -3.126
C 0.635 3.758 3.801
O -0.158 4.500 3.232
N 1.052 2.569 3.288
N 1.214 4.084 5.014
H 0.505 2.076 2.593
H 1.700 2.057 3.851
H 1.721 3.402 5.532
H 1.009 5.023 5.307
C 2.269 4.247 -0.879
O 1.932 5.333 -1.334
N 3.170 3.449 -1.525
N 1.860 3.755 0.340
H 3.343 3.642 -2.495
H 3.734 2.720 -1.128
H 1.197 4.385 0.765
H 2.443 3.022 0.738
C -1.850 -4.656 0.889
O -1.800 -4.835 -0.335
N -2.729 -3.779 1.437
N -1.270 -5.518 1.775
H -2.849 -3.643 2.423
H -3.317 -3.240 0.825
H -0.637 -6.222 1.452
H -1.611 -5.516 2.716
C -1.462 0.191 -3.837
O -1.961 0.019 -2.708
N -1.889 1.227 -4.594
N -0.578 -0.649 -4.459
H -2.643 1.759 -4.193
H -1.714 1.279 -5.578
H -0.273 -1.440 -3.919
H -0.797 -0.721 -5.436
```

Computed properties:
Energy above the lowest of the compared OMol25 structures with the same formula, charge and spin in kcal per mole: 11.2
Frontier orbital gap in eV: 8.788
Molecular weight in Da: 420.39
Highest occupied orbital energy in eV: -8.70

***

The following is a quantum chemistry calculation of a molecular structure, C24H36Cl8I2O2P, from OMol25.

```
73
Properties=species:S:1:pos:R:3
C 0.900 -0.932 1.756
C 0.356 -2.141 1.180
C -0.507 -2.256 -0.161
O 0.080 -2.734 -1.197
O -1.886 -1.920 -0.300
C -2.143 -0.513 -0.032
C -2.203 0.401 -1.379
C -0.835 1.269 -1.582
C 0.198 0.569 -2.603
C 1.476 1.469 -2.994
C 2.883 0.915 -2.349
P 3.842 2.439 -1.791
C 2.914 3.540 -0.566
C 2.155 2.675 0.568
C 1.058 3.591 1.291
C 0.942 5.140 1.127
C -0.136 6.018 1.891
C -1.135 5.292 2.851
C -1.063 3.722 3.011
C 0.035 2.872 2.250
C 5.558 2.112 -1.097
I 7.087 3.669 -1.438
C 5.981 0.969 -0.342
C 4.948 -0.215 -0.014
I 8.040 0.812 0.436
H 0.455 -0.529 2.735
H 1.750 -0.314 1.263
H 0.546 -3.135 1.763
H -1.423 -0.038 0.737
H -3.197 -0.437 0.446
H -2.407 -0.242 -2.317
H -3.098 1.129 -1.263
H -0.330 1.412 -0.556
H -1.098 2.319 -1.985
H 0.588 -0.407 -2.141
H -0.399 0.337 -3.574
H 1.615 1.552 -4.129
H 1.303 2.538 -2.581
H 3.423 0.328 -3.187
H 2.617 0.214 -1.461
H 4.041 3.249 -2.982
H 3.593 4.368 -0.150
H 2.078 4.082 -1.169
H 2.959 2.351 1.331
H 1.737 1.722 0.081
H 1.652 5.702 0.429
H -0.132 7.150 1.727
H -1.922 5.925 3.402
H -1.828 3.218 3.719
H 0.045 1.733 2.424
H 4.564 -0.744 -0.975
H 4.094 0.108 0.677
H 5.538 -1.033 0.556
C -1.959 -5.395 -2.087
Cl -1.707 -6.935 -1.256
Cl -2.357 -5.648 -3.791
H -2.779 -4.863 -1.607
H -1.046 -4.803 -2.021
C -0.774 -2.898 4.901
Cl -1.665 -1.517 4.248
Cl -0.655 -4.202 3.713
H 0.230 -2.575 5.175
H -1.295 -3.270 5.783
C -6.190 2.166 -0.980
Cl -5.119 1.766 0.369
Cl -6.162 3.899 -1.325
H -5.862 1.624 -1.866
H -7.208 1.873 -0.723
C -4.005 -9.690 0.043
Cl -4.743 -10.865 -1.052
Cl -5.237 -8.758 0.905
H -3.390 -10.220 0.769
H -3.386 -9.006 -0.537
```

Computed properties:
Energy above the lowest of the compared OMol25 structures with the same formula, charge and spin in kcal per mole: 0.0
Frontier orbital gap in eV: 7.168
Net charge: +1
Molecular weight in Da: 924.96
Highest occupied orbital energy in eV: -10.86

***

The following is a quantum chemistry calculation of a gas-phase ion, C6H13N2O2 (charge +1), from OMol25.

```
23
Properties=species:S:1:pos:R:3
C 1.417 -0.400 -0.007
C 0.239 0.373 0.282
C 2.639 0.225 -0.104
C 3.933 -0.529 -0.278
C -2.215 0.316 -0.643
C -1.110 -0.425 0.431
N -1.208 -1.848 0.110
N -2.382 1.788 -0.156
O 2.731 1.500 0.072
O 0.241 1.575 0.396
H 1.144 -1.442 -0.026
H 3.669 -1.679 -0.349
H 4.768 -0.533 0.396
H 4.371 -0.186 -1.245
H -1.873 0.357 -1.624
H -3.143 -0.189 -0.471
H -1.569 -0.260 1.415
H -0.523 -2.440 0.622
H -1.115 -1.901 -0.947
H -1.453 2.124 0.248
H -2.933 1.799 0.717
H -2.909 2.444 -0.797
H 1.786 1.782 0.161
```

Computed properties:
Energy above the lowest of the compared OMol25 structures with the same formula, charge and spin in kcal per mole: 44.4
Frontier orbital gap in eV: 9.541
Net charge: +1
Molecular weight in Da: 145.18
Highest occupied orbital energy in eV: -12.88